Entry 1:
# H2OS2

The molecule H2OS2 at a distorted geometry (ωB97M-V/def2-TZVPD, OMol25).

```
5
Properties=species:S:1:pos:R:3:forces:R:3:nbo_charge:R:1
S 1.00117 0.17142 -0.22972 2.88 -0.62 -0.16 0.124
S -1.92231 -0.01536 -0.15273 -2.63 -1.36 0.11 0.317
O -0.85184 1.03360 -0.15728 -0.23 1.94 -0.02 -0.719
H 1.31580 -0.16368 1.02957 -0.02 -0.05 0.08 0.143
H 0.45718 -1.02599 -0.48984 0.00 0.09 -0.01 0.135
```
Positions in Å, forces in eV/Å.

Summary:
- net charge = 0
- spin multiplicity = 1
- strongest force on any atom (eV/Å) = 2.966

***

Entry 2:
# C32H28AuN4O2

C32H28AuN4O2 as an isolated structure (ωB97M-V/def2-TZVPD, OMol25).

```
67
Properties=species:S:1:pos:R:3:forces:R:3:nbo_charge:R:1
Au 0.31194 -1.59756 -0.57773 0.57 0.25 0.04 1.328
O -0.17435 -2.95710 -2.10975 -0.44 0.76 -0.29 -0.807
O 0.70243 -4.44298 -3.52604 0.06 0.16 0.13 -0.571
N -1.26390 0.55977 1.47643 0.02 -0.04 -0.14 -0.604
N 2.25454 -2.42392 -1.08810 -0.54 -0.33 0.36 -0.531
N -0.99874 -0.04831 -0.74735 -0.12 -0.74 -0.33 -0.605
N -2.51904 1.58758 -0.15034 0.08 0.07 0.06 -0.617
C -4.75284 3.61198 1.99223 0.02 -0.02 0.00 -0.205
C -2.44328 -0.20489 -4.15133 -0.02 -0.03 0.02 -0.183
C 1.40035 -1.99828 2.03586 -0.41 0.19 0.27 -0.252
C 4.51854 -3.68848 -2.06435 0.01 0.06 0.02 -0.082
C 3.48151 -2.04337 -0.60438 0.14 0.07 0.12 0.232
C 3.28644 -4.00400 -2.55231 0.06 0.01 0.02 -0.230
C 1.50276 -1.91804 3.41287 0.07 -0.11 -0.13 -0.208
C -4.28999 2.62436 1.13947 0.06 -0.03 0.05 -0.216
C -2.54700 4.56587 2.05278 0.05 0.01 -0.01 -0.192
C -3.87157 4.57756 2.45581 -0.07 0.01 0.02 -0.183
C 2.16648 -3.34057 -2.03421 -0.02 0.01 -0.28 0.160
C 0.73522 -0.99720 4.10844 0.00 0.03 0.07 -0.172
C -1.00491 0.80850 4.23888 -0.02 0.07 0.02 -0.652
C -1.25171 0.21215 -2.14095 -0.02 -0.04 0.24 0.060
C 0.50833 -1.16217 1.35934 0.19 0.30 0.21 -0.233
C 5.99838 -1.30202 0.36679 0.05 -0.02 0.00 -0.198
C -2.26083 -0.48780 -2.80052 -0.04 0.12 -0.10 -0.006
C 5.90979 -2.28946 -0.56920 -0.01 0.03 0.01 -0.155
C 3.59929 -1.01405 0.35594 0.18 0.05 -0.21 -0.241
C 4.65153 -2.68199 -1.08121 -0.15 -0.01 0.03 -0.122
C -0.44713 1.14332 -2.78848 0.01 -0.04 -0.05 -0.211
C -0.63402 3.64007 0.70778 0.07 0.01 -0.01 -0.642
C -2.95810 2.61889 0.74460 -0.04 0.00 -0.02 0.149
C -2.05917 3.59843 1.17887 -0.12 0.01 -0.04 -0.049
C -0.15759 -0.16236 3.46512 -0.03 0.02 -0.15 -0.045
C -0.27804 -0.25190 2.06362 0.05 -0.31 -0.03 0.183
C -3.11181 -1.49069 -2.08441 -0.04 -0.11 0.00 -0.643
C -0.65388 1.40748 -4.13095 0.01 -0.01 0.03 -0.208
C 0.78873 -3.62589 -2.63871 0.26 -0.42 -0.04 0.739
C 4.83193 -0.65812 0.82619 -0.03 -0.01 -0.02 -0.161
C -1.65564 0.72626 -4.80879 0.00 0.01 -0.03 -0.177
C -1.57902 0.67899 0.17277 0.11 -0.08 0.23 0.672
H 5.40761 -4.18309 -2.43467 0.01 -0.02 0.01 0.234
H -2.50238 -2.30713 -1.69283 -0.01 0.01 0.00 0.249
H -0.74247 0.79358 5.29390 0.01 -0.03 -0.01 0.246
H -4.22079 5.35216 3.12457 -0.01 0.01 0.01 0.230
H -4.94948 1.84713 0.77586 -0.02 0.00 -0.01 0.227
H -2.06844 0.56307 4.16714 -0.02 0.00 0.00 0.225
H -1.81514 1.12515 2.10490 0.00 -0.01 -0.01 0.440
H 3.12511 -4.73866 -3.32691 -0.05 0.00 0.00 0.271
H -3.65533 -1.03827 -1.25195 0.01 -0.01 0.03 0.212
H -1.82212 0.91803 -5.85977 0.00 0.01 -0.02 0.230
H 2.00841 -2.70315 1.49012 -0.03 -0.07 0.05 0.233
H 4.91679 0.12988 1.56260 -0.02 0.02 -0.01 0.227
H 0.82436 -0.92996 5.18465 0.01 0.00 0.02 0.226
H 0.00779 2.97137 1.28700 0.00 -0.02 0.01 0.221
H 6.79756 -2.78325 -0.94110 0.02 -0.02 -0.01 0.228
H 2.71057 -0.51862 0.70965 0.10 0.12 -0.09 0.231
H -3.21775 -0.73135 -4.69367 0.00 -0.01 -0.02 0.226
H -5.78970 3.62196 2.29587 -0.02 0.01 0.01 0.232
H 2.18657 -2.56785 3.94143 -0.01 -0.02 0.00 0.233
H -0.55333 3.34891 -0.33960 0.00 -0.01 -0.02 0.223
H -1.87515 5.33939 2.40249 0.02 0.01 0.00 0.223
H -2.82607 1.59655 -1.11216 0.04 0.04 -0.01 0.434
H -0.23224 4.64617 0.80836 0.00 0.01 0.01 0.238
H -0.03673 2.12990 -4.64586 0.02 0.02 -0.01 0.229
H 6.96222 -1.00431 0.75488 0.02 0.00 0.01 0.233
H -3.84126 -1.92328 -2.76583 -0.01 0.01 0.01 0.235
H 0.33732 1.63994 -2.23083 0.01 0.02 0.00 0.222
H -0.87154 1.83572 3.88711 -0.01 0.01 0.01 0.221
```
Positions in Å, forces in eV/Å.

Summary:
- net charge = +1
- spin multiplicity = 1
- strongest force on any atom (eV/Å) = 0.927

***

Entry 3:
# C3H7O2S

A 2-piece molecular cluster, C3H7O2S overall at a distorted geometry (ωB97M-V/def2-TZVPD, OMol25).

```
13
Properties=species:S:1:pos:R:3:forces:R:3:nbo_charge:R:1
S 0.81687 0.75105 -1.15301 0.13 -0.20 -0.13 -0.322
O 3.12231 1.06600 2.43403 0.14 0.03 0.06 -0.697
O 1.04665 0.62377 1.67167 0.30 -0.30 0.21 -0.794
C 2.12701 0.36630 2.31267 -0.26 -0.21 0.02 0.652
C -0.52119 -0.47809 -1.17109 0.04 0.10 1.77 -0.532
C -1.97484 -0.04127 -1.24137 -0.34 -0.06 -2.06 -0.607
H 2.11316 -0.64158 2.80290 0.13 0.07 0.11 0.014
H -0.46699 -0.87267 -0.16581 0.28 -0.46 0.38 0.211
H -2.17349 0.62825 -2.09196 0.21 0.30 0.33 0.189
H -2.51681 -0.92754 -1.57059 -0.42 -0.29 0.39 0.184
H -0.31344 -1.33934 -1.79311 -0.01 0.12 -0.62 0.184
H 1.19188 0.50393 0.31920 -0.62 0.82 -0.67 0.312
H -2.45112 0.36120 -0.35352 0.41 0.09 0.22 0.206
```
Positions in Å, forces in eV/Å.

Summary:
- net charge = -1
- spin multiplicity = 1
- strongest force on any atom (eV/Å) = 2.094

***

Entry 4:
# H10O5

A 5-piece molecular cluster, H10O5 overall (ωB97M-V/def2-TZVPD, OMol25).

```
15
Properties=species:S:1:pos:R:3:forces:R:3:nbo_charge:R:1
O 1.33068 -0.12218 -3.23388 -0.08 0.12 0.18 -0.947
O -3.21192 0.02657 1.03134 0.29 -0.01 -0.11 -0.969
O 1.41589 2.23775 -0.22531 0.06 -0.22 0.02 -0.959
O -0.45369 -0.13604 0.20989 0.48 -0.08 -0.25 -0.987
O 0.87059 -2.04453 1.98988 -0.21 0.04 -0.08 -0.950
H 0.22627 -1.91011 2.69784 0.11 -0.05 -0.08 0.484
H -0.36902 -0.41274 -0.71405 0.00 0.03 0.15 0.488
H -2.28565 -0.05331 0.73134 -0.32 0.10 0.15 0.492
H -3.42793 0.95830 0.92490 0.03 -0.08 0.01 0.463
H 0.59632 -2.86480 1.55987 0.06 0.07 0.11 0.481
H 2.07221 0.42919 -2.95432 -0.10 -0.05 -0.01 0.478
H 0.59029 0.49188 -3.30186 0.11 -0.01 -0.06 0.470
H 1.38804 2.71534 0.61017 -0.01 -0.04 -0.08 0.469
H 1.05799 1.35891 -0.02149 -0.15 0.32 0.00 0.482
H 0.19993 -0.67423 0.69567 -0.28 -0.12 0.05 0.505
```
Positions in Å, forces in eV/Å.

Summary:
- net charge = 0
- spin multiplicity = 1
- SMILES string = O.O.O.O.O
- strongest force on any atom (eV/Å) = 0.546

***

Computed values of orbital gap (unit: eV) for the preceding records, in sequence: 6.28 7.48 7.99 11.33.
Computed values of ΔE to the lowest compared entry with this formula, charge and spin (unit: kJ/mol) for the preceding records, in sequence: 334.6 0.0 86.7 76.6.